{"formula": "C2H3NOS", "method": "the ωB97M-V functional and the def2-TZVPD basis", "de_lowest_kcal_mol": 62.0, "multiplicity": 1, "e_tot_ev": -16492.5106, "homo_lumo_gap_ev": [8.025, 8.026], "e_lumo_ev": [-0.7, -0.7], "symbols": ["H", "S", "C", "C", "O", "N", "H", "H"], "xyz": [[2.12241, -0.84360, -0.49143], [-2.01756, 0.34573, 0.08500], [1.23165, -0.55676, -0.08777], [-0.47933, 1.03462, 0.05640], [-1.85746, -1.14547, -0.03403], [0.62004, 0.50110, -0.41663], [-0.66512, 2.02470, 0.16340], [1.04537, -1.36032, 0.72506]], "mulliken_charge": [0.30, 0.32, -0.11, -0.15, -0.54, -0.42, 0.40, 0.20]}